DFT (the ωB97M-V functional and the def2-TZVPD basis) results for an isolated ion of composition C26H57N10 and charge +1.

```
! wB97M-V def2-TZVPD RIJCOSX def2/J DEFGRID3
* xyz 1 1
C 5.5241 -2.3529 -2.3237
C 5.8278 -2.3700 -0.8304
C 4.7335 -1.6775 -0.0183
H 4.6424 -0.6466 -0.3677
C 5.0588 -1.6964 1.4742
H 5.0952 -2.7351 1.8118
H 6.0615 -1.2872 1.6082
C 4.1084 -0.9246 2.4040
C 3.9065 0.5440 2.0111
C 5.2087 1.3308 1.9234
H 5.8269 0.9870 1.0990
H 4.9993 2.3877 1.7726
H 5.7761 1.2268 2.8447
H 3.2728 1.0145 2.7674
H 3.3749 0.6060 1.0589
H 4.5820 -0.9355 3.3929
C 2.7505 -1.6322 2.6006
N 1.8606 -1.5596 1.4618
C 0.7887 -0.7290 1.3254
N 0.4519 0.2250 2.1296
H 1.0377 0.3094 2.9512
N -0.0585 -0.9736 0.2816
C 0.2660 -1.0955 -0.9619
N -0.7378 -1.3372 -1.8464
H -1.5947 -1.6818 -1.4479
N 1.5273 -0.9352 -1.4460
C 1.8630 -0.5858 -2.8112
H 2.9441 -0.7064 -2.9073
C 1.4680 0.8444 -3.2001
C 2.1207 1.9161 -2.3182
H 2.2407 2.8304 -2.9017
C 1.3005 2.2504 -1.0711
C 2.0046 3.2679 -0.1754
H 2.1005 4.2196 -0.7025
C 1.2506 3.4815 1.1430
N -0.0698 4.0314 0.9272
C -1.2423 3.3744 0.7301
N -2.2798 3.9021 0.1932
H -2.1723 4.8594 -0.1150
N -1.3247 2.0764 1.2093
H -0.5029 -1.6800 -2.7619
H -0.4984 1.5627 1.5933
C -2.4379 1.3068 1.1901
N -2.3462 0.1421 1.8280
H -3.0820 -0.5389 1.7655
N -3.5343 1.7383 0.6071
H -3.4146 2.7092 0.2435
C -4.7245 0.9489 0.3916
H -5.0764 0.5541 1.3495
H -5.4934 1.6191 0.0073
C -4.5042 -0.2069 -0.6053
C -5.5546 -1.3029 -0.3767
H -6.5386 -0.8397 -0.3055
H -5.5669 -1.9663 -1.2434
C -5.2866 -2.1524 0.8666
C -6.2611 -3.3243 1.0046
C -7.6897 -2.8844 1.3004
H -7.7211 -2.2570 2.1888
H -8.1117 -2.3281 0.4679
H -8.3180 -3.7534 1.4758
H -6.2456 -3.9170 0.0878
H -5.9153 -3.9661 1.8178
H -5.3575 -1.5419 1.7706
H -4.2698 -2.5544 0.8078
H -3.5096 -0.6334 -0.4279
C -4.5423 0.2816 -2.0585
C -3.4023 1.2283 -2.4211
H -2.4440 0.8062 -2.1231
H -3.5184 2.1962 -1.9432
H -3.3873 1.3863 -3.4967
H -5.4991 0.7690 -2.2525
H -4.4861 -0.5923 -2.7114
H -0.0588 4.9669 0.5435
H 1.1721 2.5371 1.6813
H 1.8030 4.1865 1.7706
H 3.0111 2.9187 0.0598
H 1.1045 1.3531 -0.4847
H 0.3318 2.6461 -1.3864
H 3.1221 1.5890 -2.0269
H 1.7745 0.9909 -4.2364
H 0.3823 0.9497 -3.1543
H 1.3926 -1.2960 -3.4972
H 2.1941 -0.6056 -0.7622
H -1.4076 -0.1416 2.1097
H 1.8961 -2.3380 0.8228
H 2.2480 -1.1903 3.4674
H 2.9292 -2.6857 2.8304
H 3.7891 -2.1905 -0.2087
H 6.7822 -1.8714 -0.6507
H 5.9275 -3.4034 -0.4929
H 4.5800 -2.8538 -2.5311
H 6.3080 -2.8640 -2.8756
H 5.4643 -1.3300 -2.6920
*
```

Calculated values
LUMO level: -0.06192 Ha
DFT total energy: -1572.37815 Eh
HOMO: -0.4299 Eh
ΔE to the lowest compared entry with this formula, charge and spin: 40.8 kJ/mol

=====

DFT (the ωB97M-V functional and the def2-TZVPD basis) results for a 3-piece molecular cluster, C3H16N2O2 overall in a non-equilibrium geometry.

```
! wB97M-V def2-TZVPD RIJCOSX def2/J DEFGRID3
* xyz 2 1
C -0.5263 -1.4248 -0.6329
C -0.2241 -0.1705 0.1695
C -1.0165 1.0308 -0.2387
N -0.5180 2.2829 0.4055
N 0.7205 -2.3074 -0.6360
H -1.2051 -2.2039 -0.2708
H -0.7209 -1.2262 -1.6892
H -0.2540 -0.3488 1.2583
H 0.8554 -0.0019 0.0684
H -2.0496 0.9766 0.1048
H -0.9494 1.1891 -1.3134
H -0.7890 3.1336 -0.1010
H 0.4888 2.3843 0.5453
H -0.8869 2.4737 1.3680
H 0.6801 -3.1764 -1.1789
H 1.5536 -1.8727 -1.1294
H 1.0083 -2.4949 0.3242
H 3.9052 -1.4709 -1.5931
H 3.0785 -1.2105 -2.7802
O 3.0180 -1.6702 -1.9414
H -1.9592 1.2921 3.3888
H -2.1578 2.8395 3.1401
O -2.0518 1.9766 2.7320
*
```

Calculated values
LUMO level: -0.23033 Ha
DFT total energy: -383.30344 Eh
HOMO: -0.6997 Eh
ΔE to the lowest compared entry with this formula, charge and spin: 83.3 kJ/mol

=====

DFT (the ωB97M-V functional and the def2-TZVPD basis) results for C24H17AuN5O3 as an isolated structure in a non-equilibrium geometry.

```
! wB97M-V def2-TZVPD RIJCOSX def2/J DEFGRID3
* xyz -1 1
Au -0.3218 -0.5790 -1.5802
O 1.5292 -0.6447 -1.5799
C 2.3323 0.3468 -1.5038
C 3.6979 0.1972 -1.1921
C 4.6015 1.2710 -1.1484
C 4.1659 2.5613 -1.4252
C 2.8271 2.7692 -1.7350
C 1.9377 1.6807 -1.7508
C 0.5357 1.9526 -2.1163
N -0.4481 1.3126 -1.5802
N -1.6457 1.6237 -2.2328
C -2.3625 0.5412 -2.1848
O -2.1264 -0.5183 -1.5799
C -3.6451 0.4677 -2.9842
C -4.1139 1.6385 -3.6028
C -5.2496 1.6211 -4.4204
C -5.9371 0.4276 -4.6355
C -5.4917 -0.7461 -4.0308
C -4.3563 -0.7248 -3.2138
H 4.0599 -0.8084 -0.9831
H 5.6389 1.0784 -0.9011
H 4.8579 3.3938 -1.3970
H 2.4591 3.7659 -1.9483
H 0.3673 2.7209 -2.8894
H -3.5681 2.5662 -3.4531
H -5.5783 2.5394 -4.8947
H -6.8088 0.4090 -5.2802
H -6.0055 -1.6865 -4.1986
H -3.9942 -1.6482 -2.7669
N 4.1379 -2.6609 7.8702
C 3.4897 -2.3584 6.9564
C 2.6887 -1.9847 5.8276
C 3.1566 -2.2011 4.5297
C 2.3760 -1.8369 3.4251
C 1.1142 -1.2501 3.6083
C 0.6503 -1.0355 4.9156
C 1.4343 -1.4014 6.0169
N 0.3155 -0.8774 2.4862
C -0.9353 -0.2954 2.5028
C -1.2992 -0.1249 1.1880
N -0.3218 -0.5790 0.3535
C 0.6270 -1.0212 1.1496
H 4.1330 -2.6551 4.3656
H 2.7914 -2.0292 2.4399
H -0.3171 -0.5858 5.1205
H 1.0549 -1.2259 7.0227
H -1.4658 -0.0492 3.4089
H -2.2166 0.3024 0.8033
H 1.5530 -1.4519 0.7974
O -0.3218 -2.2086 -1.5802
*
```

Calculated values
LUMO level (alpha / beta): 0.06733 / 0.06733 Ha
DFT total energy: -1559.63340 Eh
HOMO (alpha / beta): -0.0892 / -0.0892 Eh